# 1
Entry from the OMol25 dataset: a 3-piece molecular cluster, C12H34INO7PS3 overall (ωB97M-V with the def2-TZVPD basis set).

Total energy: -2892.6706 Eh
Molecular weight: 558.48 u

ORCA input file:
```
! RIJCOSX wB97M-V def2-TZVPD def2/J DEFGRID3
* xyz -1 1
C 2.24 1.66 0.23
C 1.99 0.59 -0.84
S 2.09 -1.14 -0.30
C 0.72 -1.20 0.91
P -0.77 -2.30 0.55
O 0.05 -3.46 -0.41
I -3.23 -3.87 0.35
C -1.36 -1.39 -0.99
C -2.35 -0.24 -0.83
C -1.86 1.05 -0.15
N -2.05 1.08 1.30
H 1.37 2.31 0.36
H 2.45 1.21 1.20
H 3.08 2.30 -0.01
H 2.75 0.66 -1.63
H 1.03 0.74 -1.34
H 1.15 -1.56 1.84
H 0.40 -0.18 1.10
H -0.53 -3.22 1.61
H -1.60 -1.50 1.39
H -0.34 -3.53 -1.29
H -1.84 -2.13 -1.63
H -0.44 -1.07 -1.51
H -3.25 -0.60 -0.33
H -2.64 0.05 -1.85
H -2.35 1.90 -0.64
H -0.79 1.17 -0.34
H -2.93 1.51 1.56
H -1.32 1.59 1.77
O -3.06 -0.06 -4.41
S -1.77 0.36 -4.87
O -1.27 1.64 -4.47
O -1.77 0.28 -6.47
C -2.92 0.84 -7.14
C -2.88 2.35 -7.20
C -0.56 -0.88 -4.56
H -3.82 0.48 -6.64
H -2.88 0.40 -8.14
H -2.99 2.79 -6.21
H -3.70 2.71 -7.83
H -1.94 2.69 -7.63
H -0.95 -1.84 -4.89
H -0.42 -0.88 -3.48
H 0.36 -0.61 -5.07
O 1.99 -0.34 4.09
S 2.38 -0.96 5.32
O 1.38 -1.33 6.28
O 3.46 -0.02 6.04
C 3.14 1.39 6.11
C 2.14 1.70 7.20
C 3.42 -2.33 5.00
H 2.80 1.71 5.13
H 4.11 1.86 6.31
H 1.16 1.28 6.96
H 2.04 2.78 7.29
H 2.47 1.29 8.15
H 4.19 -2.03 4.29
H 2.77 -3.09 4.55
H 3.84 -2.69 5.93
*
```



# 2
Entry from the OMol25 dataset: a 3-piece molecular cluster, C12H35BN2O7P2 overall (ωB97M-V with the def2-TZVPD basis set).

ΔE to the lowest compared entry with this formula, charge and spin: 4.1 kcal per mole
Total energy: -1822.0649 Eh
Structure (SMILES): [H]/N=C(\C)C[PH](O)(CP(=O)(O)O)B(N)O.CCOCC.CCOCC
Molecular weight: 392.18 u

ORCA input file:
```
! RIJCOSX wB97M-V def2-TZVPD def2/J DEFGRID3
* xyz 0 1
C 1.37 -1.86 -0.20
C 0.69 -2.70 -1.26
N 0.76 -3.96 -1.32
C -0.08 -1.96 -2.31
P -1.64 -1.12 -1.76
O -1.13 0.23 -2.78
C -2.26 -2.75 -0.88
P -3.99 -2.99 -0.44
O -4.46 -4.36 -0.62
O -4.84 -1.94 -1.33
O -4.16 -2.48 1.07
B -1.57 0.01 -0.11
N -0.67 1.12 -0.03
O -2.41 -0.31 0.96
H 2.25 -2.37 0.18
H 0.69 -1.71 0.66
H 1.68 -0.89 -0.59
H 1.34 -4.33 -0.56
H 0.53 -1.17 -2.73
H -0.36 -2.67 -3.09
H -2.80 -1.17 -2.55
H -1.84 0.87 -2.89
H -1.70 -3.00 0.03
H -2.07 -3.56 -1.59
H -4.91 -1.06 -0.96
H -4.02 -1.54 1.20
H -0.86 1.67 0.80
H 0.28 0.76 0.07
H -1.96 -0.91 1.57
C -0.52 2.42 6.20
C -0.16 3.42 5.12
O -0.66 3.08 3.83
C -2.07 2.98 3.71
C -2.82 4.26 4.04
H -0.17 1.42 5.94
H -0.05 2.71 7.14
H -1.60 2.37 6.37
H 0.92 3.45 4.99
H -0.48 4.42 5.40
H -2.44 2.14 4.32
H -2.24 2.70 2.67
H -2.69 4.55 5.08
H -3.89 4.11 3.87
H -2.47 5.08 3.41
C 5.59 -1.06 -3.71
C 4.18 -1.49 -3.34
O 3.60 -0.72 -2.29
C 3.45 0.67 -2.55
C 2.57 1.00 -3.74
H 6.25 -1.10 -2.83
H 5.99 -1.73 -4.47
H 5.62 -0.05 -4.12
H 4.19 -2.51 -2.95
H 3.54 -1.49 -4.22
H 4.43 1.15 -2.65
H 3.00 1.07 -1.64
H 3.00 0.63 -4.68
H 2.46 2.08 -3.83
H 1.58 0.56 -3.62
*
```



# 3
Entry from the OMol25 dataset: C12H35CuN3O4 as an isolated structure (ωB97M-V with the def2-TZVPD basis set).

Total energy: -2583.7048 Eh
Molecular weight: 348.97 u

ORCA input file:
```
! RIJCOSX wB97M-V def2-TZVPD def2/J DEFGRID3
* xyz 0 2
Cu -0.06 -0.07 -1.04
C -0.72 -0.19 3.15
C -1.81 -0.40 2.14
C -3.13 0.30 2.50
O -4.16 0.21 1.49
C -5.45 0.58 1.85
N -1.32 0.20 0.90
H -1.13 -0.31 4.16
H -0.23 0.78 3.26
H 0.04 -0.93 2.93
H -2.00 -1.44 1.87
H -3.01 1.37 2.71
H -3.45 -0.17 3.42
H -5.57 1.66 2.00
H -5.89 0.13 2.74
H -6.06 0.38 0.97
H -1.07 1.16 1.10
H -2.29 0.36 0.67
C -2.34 -2.52 -3.91
C -1.67 -2.01 -2.76
C -0.81 -3.06 -1.98
O -0.35 -2.48 -0.71
C 0.33 -3.40 0.19
N -0.97 -0.84 -3.15
H -2.92 -3.36 -3.52
H -1.73 -2.81 -4.77
H -3.00 -1.72 -4.24
H -2.42 -1.69 -2.04
H 0.05 -3.36 -2.58
H -1.44 -3.92 -1.75
H 0.68 -2.82 1.04
H 1.26 -3.79 -0.25
H -0.24 -4.29 0.47
H -0.37 -1.16 -3.90
H -1.62 -0.19 -3.56
C 2.54 1.32 1.52
C 2.92 1.58 0.02
C 4.42 1.89 -0.16
O 4.71 3.04 0.58
C 6.02 3.48 0.53
N 2.45 0.49 -0.87
H 1.61 0.76 1.51
H 2.45 2.20 2.16
H 3.23 0.62 1.99
H 2.38 2.51 -0.15
H 4.76 2.12 -1.17
H 5.11 1.15 0.26
H 6.11 4.43 1.05
H 6.35 3.56 -0.50
H 6.68 2.77 1.02
H 2.71 0.74 -1.81
H 3.14 -0.21 -0.64
O -0.90 2.07 -1.61
H -0.45 2.71 -2.16
H -1.39 2.59 -0.98
*
```